The following is a DFT calculation (ωB97M-V/def2-TZVPD) of a structure of composition C3H4FN3 at a distorted geometry.

Structure (XYZ):
```
11
Properties=species:S:1:pos:R:3
C -0.33 -0.86 0.54
C 1.03 -0.66 0.87
C -0.85 0.11 -0.22
N 0.82 1.15 -0.48
N 1.43 0.42 0.23
N -1.81 0.45 -1.05
F 2.93 0.79 0.61
H -0.93 -1.66 0.95
H 1.67 -1.21 1.52
H -1.78 0.08 -1.99
H -2.19 1.39 -0.98
```

Output
* HOMO energy: -8.25 eV
* molar mass: 101.1 g mol⁻¹
* energy above the lowest of the compared OMol25 structures with the same formula, charge and spin: 526.7 kJ/mol
* orbital gap: 8.389 eV
* multiplicity: 1

---

The following is a DFT calculation (ωB97M-V/def2-TZVPD) of a cluster of 8 separate species, C27H53BClO31S7 in total at a distorted geometry.

Structure (XYZ):
```
120
Properties=species:S:1:pos:R:3
C -5.67 -3.26 -2.74
C -4.84 -4.29 -2.06
C -3.52 -3.95 -1.13
O -2.92 -5.31 -0.95
B -1.51 -5.06 -1.33
C -0.54 -6.31 -1.77
C 0.03 -7.21 -0.52
C 1.00 -6.39 0.52
Cl 2.80 -6.34 0.02
O -1.68 -4.27 -2.60
C -2.47 -3.11 -2.09
O -1.58 -2.09 -1.45
C -0.48 -1.73 -2.36
C 0.31 -0.34 -1.98
C -0.55 0.72 -1.07
C 0.86 0.29 -3.41
C -0.31 1.04 -4.29
C 2.22 1.20 -3.25
H -5.65 -3.15 -3.91
H -6.38 -2.58 -2.11
H -5.16 -5.41 -2.14
H -3.77 -3.34 -0.16
H -1.02 -4.43 -0.44
H -1.22 -7.05 -2.42
H 0.32 -5.94 -2.51
H 0.67 -8.11 -0.98
H -0.90 -7.70 0.05
H 0.65 -5.30 0.76
H 0.98 -7.01 1.55
H -2.95 -2.53 -3.00
H 0.33 -2.61 -2.26
H -0.79 -1.74 -3.51
H 1.27 -0.65 -1.36
H -0.51 1.82 -1.51
H -1.68 0.46 -0.94
H 0.03 0.80 -0.02
H 1.19 -0.66 -4.06
H 0.18 1.80 -5.04
H -1.11 1.61 -3.65
H -0.90 0.22 -4.93
H 2.68 1.32 -4.34
H 2.03 2.29 -2.84
H 3.00 0.58 -2.62
C -2.75 -0.73 2.74
C -3.46 -1.76 1.86
O -4.80 -1.80 2.34
S -5.21 -0.33 2.90
O -5.94 0.36 1.85
O -5.71 -0.47 4.24
O -3.71 0.30 2.96
H -2.48 -1.16 3.71
H -1.86 -0.32 2.26
H -3.00 -2.75 1.92
H -3.49 -1.43 0.82
C 3.65 6.96 -2.37
C 3.95 5.85 -3.37
O 3.81 4.64 -2.63
S 2.67 4.85 -1.49
O 1.42 4.31 -1.99
O 3.22 4.47 -0.21
O 2.59 6.47 -1.56
H 4.51 7.16 -1.73
H 3.35 7.89 -2.87
H 4.96 5.93 -3.79
H 3.21 5.83 -4.18
C 2.99 -0.85 2.93
C 2.94 -1.20 1.45
O 1.89 -2.16 1.32
S 0.75 -1.84 2.44
O -0.31 -1.08 1.80
O 0.50 -3.05 3.19
O 1.63 -0.83 3.36
H 3.51 -1.62 3.50
H 3.46 0.12 3.11
H 3.88 -1.61 1.08
H 2.67 -0.32 0.84
C -1.43 -2.80 7.08
C -2.47 -2.02 7.87
O -1.81 -0.83 8.29
S -0.72 -0.41 7.15
O -1.32 0.60 6.30
O 0.57 -0.23 7.79
O -0.70 -1.82 6.34
H -0.73 -3.32 7.74
H -1.89 -3.53 6.40
H -2.84 -2.58 8.74
H -3.32 -1.73 7.24
C -4.11 -6.85 3.38
C -5.64 -6.93 3.37
O -6.07 -5.58 3.23
S -4.99 -4.76 2.33
O -5.46 -4.72 0.96
O -4.59 -3.57 3.06
O -3.77 -5.84 2.42
H -3.74 -6.53 4.35
H -3.65 -7.81 3.10
H -6.04 -7.37 4.28
H -6.00 -7.49 2.50
C 6.55 7.12 -7.37
C 5.84 6.10 -8.25
O 4.50 6.05 -7.76
S 4.09 7.53 -7.21
O 3.36 8.22 -8.25
O 3.59 7.39 -5.86
O 5.59 8.16 -7.14
H 6.82 6.69 -6.40
H 7.44 7.53 -7.84
H 6.30 5.11 -8.19
H 5.81 6.42 -9.29
C 1.80 7.38 3.22
C 3.30 7.18 3.41
O 3.84 7.20 2.09
S 2.94 8.19 1.16
O 3.60 9.48 1.10
O 2.54 7.46 -0.02
O 1.66 8.31 2.16
H 1.31 6.44 2.92
H 1.32 7.76 4.13
H 3.54 6.25 3.92
H 3.74 8.02 3.96
```

Output
* HOMO energy: -4.30 eV
* molar mass: 1144.4 g mol⁻¹
* net charge: -1
* orbital gap: 5.580 eV
* multiplicity: 1

---

The following is a DFT calculation (ωB97M-V/def2-TZVPD) of a cluster of 9 separate species, C36H48N6O3S3 in total at a distorted geometry.

Structure (XYZ):
```
96
Properties=species:S:1:pos:R:3
N -4.21 -0.46 3.27
C -4.31 -1.78 3.28
C -4.33 -2.53 2.12
C -4.39 -1.83 0.85
C -4.39 -0.43 0.92
C -4.32 0.18 2.15
H -4.30 -2.30 4.23
H -4.21 -3.63 2.20
H -4.26 -2.28 -0.13
H -4.40 0.15 0.00
H -4.11 1.26 2.08
N -0.33 4.76 -1.14
C -0.18 3.48 -0.75
C -1.02 2.99 0.23
C -2.04 3.77 0.72
C -2.16 5.12 0.33
C -1.25 5.54 -0.59
H 0.61 2.84 -1.20
H -1.01 1.96 0.47
H -2.79 3.31 1.36
H -3.02 5.61 0.69
H -1.30 6.55 -0.96
N -4.20 2.11 -3.18
C -3.97 3.46 -3.15
C -4.78 4.31 -2.40
C -5.82 3.75 -1.67
C -6.05 2.43 -1.70
C -5.21 1.62 -2.48
H -3.18 3.82 -3.78
H -4.59 5.38 -2.41
H -6.46 4.42 -1.09
H -6.92 2.00 -1.27
H -5.45 0.56 -2.59
N -1.55 -4.64 -1.26
C -2.07 -5.71 -1.84
C -1.48 -6.49 -2.84
C -0.34 -5.92 -3.46
C 0.17 -4.71 -2.90
C -0.48 -4.12 -1.87
H -2.98 -6.18 -1.47
H -1.87 -7.40 -3.28
H 0.23 -6.49 -4.24
H 1.01 -4.16 -3.35
H -0.13 -3.13 -1.49
N -0.50 -0.59 4.88
C -0.62 0.65 4.36
C 0.35 1.31 3.72
C 1.63 0.66 3.67
C 1.80 -0.59 4.22
C 0.68 -1.16 4.87
H -1.71 0.90 4.30
H 0.14 2.30 3.35
H 2.39 1.17 3.02
H 2.66 -1.19 4.08
H 0.72 -2.19 5.24
N 2.68 -0.37 -3.72
C 2.87 0.89 -3.43
C 1.85 1.77 -3.23
C 0.54 1.25 -3.30
C 0.35 -0.05 -3.63
C 1.45 -0.84 -3.87
H 3.90 1.23 -3.40
H 1.92 2.81 -2.99
H -0.32 1.94 -3.10
H -0.65 -0.44 -3.61
H 1.33 -1.84 -4.20
C 3.75 -1.13 1.04
S 4.01 -0.55 -0.64
O 5.23 0.35 -0.62
C 4.59 -2.00 -1.44
H 2.75 -1.67 0.96
H 3.69 -0.27 1.71
H 4.57 -1.81 1.24
H 4.67 -1.69 -2.45
H 3.93 -2.80 -1.19
H 5.56 -2.28 -0.97
C -1.15 -0.47 -0.84
S 0.44 -0.73 -0.05
O 0.84 0.54 0.63
C -0.22 -1.95 1.09
H -1.84 -0.31 0.01
H -1.51 -1.39 -1.29
H -1.13 0.27 -1.56
H -0.53 -1.56 2.05
H 0.51 -2.75 1.09
H -1.09 -2.31 0.50
C 6.28 2.31 2.51
S 6.32 0.86 3.62
O 5.03 0.14 3.49
C 7.50 -0.18 2.77
H 6.99 3.03 2.83
H 5.29 2.72 2.59
H 6.62 2.04 1.47
H 8.00 -0.87 3.48
H 8.32 0.39 2.34
H 6.94 -0.72 2.00
```

Output
* HOMO energy: -8.26 eV
* molar mass: 709.0 g mol⁻¹
* orbital gap: 8.682 eV
* multiplicity: 1

---

The following is a DFT calculation (ωB97M-V/def2-TZVPD) of a structure of composition C3H8ClISi at a distorted geometry.

Structure (XYZ):
```
14
Properties=species:S:1:pos:R:3
C -1.29 0.69 1.19
C -0.11 -1.85 -0.57
C 1.06 1.15 -0.89
Si 0.07 -0.11 0.13
Cl 2.29 -0.37 2.22
I -0.17 1.78 -2.57
H -1.85 1.43 0.62
H -1.98 -0.05 1.57
H -0.84 1.19 2.04
H 0.65 -2.06 -1.31
H -0.01 -2.58 0.23
H -1.09 -2.00 -1.03
H 1.30 2.04 -0.33
H 1.97 0.74 -1.31
```

Output
* HOMO energy: -9.16 eV
* molar mass: 234.5 g mol⁻¹
* energy above the lowest of the compared OMol25 structures with the same formula, charge and spin: 212.0 kJ/mol
* orbital gap: 8.316 eV
* multiplicity: 1

---

The following is a DFT calculation (ωB97M-V/def2-TZVPD) of a structure of composition C18H42AsF6O15 at a distorted geometry.

Structure (XYZ):
```
82
Properties=species:S:1:pos:R:3
As 3.85 -6.48 17.59
F 4.85 -7.88 17.12
F 4.01 -5.91 15.88
F 2.80 -5.12 18.15
F 3.78 -7.07 19.27
F 5.25 -5.48 17.95
F 2.30 -7.30 17.14
C -1.74 -0.52 20.68
O -0.74 -0.85 19.78
H -2.02 -1.28 21.41
H -1.46 0.44 21.11
H -2.67 -0.38 20.14
H -0.67 -1.80 19.63
C 3.98 0.67 16.03
O 3.32 1.59 16.97
H 3.28 0.19 15.34
H 4.56 1.22 15.29
H 4.60 -0.08 16.52
H 2.60 1.11 17.39
C -2.63 -4.14 15.43
O -1.43 -3.50 15.20
H -3.27 -3.97 14.57
H -2.45 -5.19 15.68
H -3.22 -3.78 16.27
H -0.77 -3.81 15.82
C 5.17 -3.43 9.43
O 4.45 -4.31 8.67
H 5.09 -3.66 10.49
H 6.20 -3.44 9.07
H 4.90 -2.41 9.16
H 3.55 -4.02 8.81
C -0.31 -8.74 23.31
O 0.05 -7.43 23.03
H -1.34 -8.86 23.65
H -0.20 -9.43 22.47
H 0.26 -9.20 24.12
H 0.84 -7.54 22.50
C -1.02 -12.31 17.48
O -0.18 -12.22 16.34
H -1.15 -13.28 17.97
H -0.78 -11.58 18.25
H -2.03 -12.15 17.09
H 0.39 -11.45 16.31
C 9.41 2.07 18.35
C 10.60 1.16 18.45
C 10.39 -0.29 18.10
O 11.42 -0.54 17.12
C 12.19 0.59 16.90
O 13.19 0.63 16.21
O 11.57 1.66 17.49
H 8.92 2.15 17.38
H 9.59 3.09 18.71
H 8.81 1.88 19.24
H 11.14 1.19 19.39
H 9.41 -0.43 17.66
H 10.59 -0.91 18.98
C 2.92 0.46 25.00
C 3.63 -0.83 24.73
C 3.90 -0.98 23.19
O 5.28 -1.27 23.20
C 5.90 -1.09 24.51
O 7.04 -1.42 24.72
O 4.92 -0.69 25.32
H 3.22 0.69 26.03
H 1.86 0.34 24.81
H 3.13 1.37 24.44
H 3.25 -1.74 25.18
H 3.73 -0.11 22.56
H 3.42 -1.90 22.86
C 10.60 -11.16 18.06
C 9.72 -12.32 18.44
C 8.50 -12.65 17.55
O 8.77 -13.99 17.14
C 9.87 -14.51 17.70
O 10.24 -15.67 17.64
O 10.41 -13.55 18.48
H 11.23 -10.98 18.93
H 10.07 -10.25 17.78
H 11.27 -11.26 17.21
H 9.30 -11.98 19.39
H 8.34 -11.86 16.82
H 7.72 -12.63 18.31
```

Output
* HOMO energy: -8.56 eV
* molar mass: 687.4 g mol⁻¹
* net charge: -1
* energy above the lowest of the compared OMol25 structures with the same formula, charge and spin: 83.3 kJ/mol
* orbital gap: 10.258 eV
* multiplicity: 1

---

The following is a DFT calculation (ωB97M-V/def2-TZVPD) of the molecule C3H4N2.

Structure (XYZ):
```
9
Properties=species:S:1:pos:R:3
N -0.94 -0.58 -0.06
C -0.82 0.79 0.20
C 0.51 1.15 0.28
C 1.14 -0.17 -0.04
N 0.14 -1.23 -0.19
H -1.81 -1.09 -0.16
H -1.74 1.36 0.30
H 1.57 -0.05 -1.04
H 1.95 -0.53 0.60
```

Output
* HOMO energy: -8.22 eV
* molar mass: 68.1 g mol⁻¹
* energy above the lowest of the compared OMol25 structures with the same formula, charge and spin: 389.9 kJ/mol
* orbital gap: 8.010 eV
* multiplicity: 1